12
Properties=species:S:1:pos:R:3 method="wB97M-V/def2-TZVPD" e_homo_ev=-8.46 e_above_lowest_kj_mol=459.00 spin_multiplicity=1 lumo_energy_ev=-0.691 charge=0 gap_ha=0.285
O -0.73289 2.07376 -0.83083
C 0.77886 -0.78391 -0.79836
C -0.73638 1.47950 1.49883
C 0.70666 0.35459 -0.19705
C 1.02437 -2.11838 -1.04110
C -0.30530 1.34322 0.05126
H -1.80693 1.69731 1.53077
H -0.20491 2.32605 1.94611
H -0.05708 -1.06911 -1.56863
H -0.51693 0.58408 2.08877
H 1.01956 -2.86142 -0.24437
H 1.13227 -2.47789 -2.05921


12
Properties=species:S:1:pos:R:3 method="wB97M-V/def2-TZVPD" e_homo_ev=-10.02 e_above_lowest_kj_mol=137.88 spin_multiplicity=1 smiles="CC#CC(C)=O" lumo_energy_ev=0.636 charge=0 gap_ha=0.392
O 1.64422 -1.99638 0.16655
C 2.24162 0.27046 0.64609
C -0.08325 -0.43334 -0.03910
C 1.29105 -0.83832 0.24427
C -2.56769 0.30337 -0.67208
C -1.20964 -0.09570 -0.31408
H 3.21257 0.09620 0.17655
H 1.86028 1.25841 0.37726
H -2.71587 0.17249 -1.74778
H -3.30102 -0.32060 -0.15361
H -2.75383 1.35138 -0.41604
H 2.38156 0.23202 1.73197


12
Properties=species:S:1:pos:R:3 method="wB97M-V/def2-TZVPD" e_homo_ev=-8.15 e_above_lowest_kj_mol=465.09 spin_multiplicity=1 lumo_energy_ev=-0.058 charge=0 gap_ha=0.298
O 1.78297 -0.40771 -0.35492
C -0.36412 0.18847 -0.10356
C -2.95183 -0.15991 0.30707
C -1.53196 0.05489 0.18631
C 2.87338 -0.00867 0.47334
C 0.94633 0.62850 -0.29726
H -3.20382 -0.73011 1.20333
H 3.83728 -0.14460 -0.00331
H 2.76038 -0.59822 1.38664
H 2.66515 1.04539 0.67717
H -3.49127 0.79005 0.30207
H -3.24314 -0.74521 -0.57075


12
Properties=species:S:1:pos:R:3 method="wB97M-V/def2-TZVPD" e_homo_ev=-9.87 e_above_lowest_kj_mol=177.24 spin_multiplicity=1 smiles="C#C[C@@H](C)C=O" lumo_energy_ev=0.935 charge=0 gap_ha=0.397
O -2.13344 -0.15364 -0.89204
C -1.37852 -0.73029 -0.15195
C -0.11865 1.42812 0.25196
C 1.03514 -0.74646 -0.12494
C 1.97382 -1.27411 -0.66392
C -0.13771 -0.08530 0.46516
H 2.81290 -1.73272 -1.13966
H -0.08140 1.65956 -0.81495
H -1.54091 -1.79202 0.12442
H 0.75416 1.86957 0.74009
H -1.02581 1.87729 0.66595
H -0.15957 -0.32000 1.53986